(1)
74
Properties=species:S:1:pos:R:3:lowdin_spin:R:1 method="wB97M-V/def2-TZVPD" homo_energy_ha="-0.4181 / -0.4873" charge=+2 mol_weight_g_mol=681.67 homo_lumo_gap_ev="6.48 / 7.02" energy_ev=-68626.8184 multiplicity=5 de_lowest_kj_mol=0.0
Rh -0.97 3.59 1.23 2.5569
C 2.19 -2.91 3.10 0.0001
C 0.69 -2.80 3.24 0.0001
N 0.12 -1.65 2.51 0.0021
C -0.12 -0.52 3.17 0.0010
C -0.63 0.63 2.62 0.0061
C -0.82 1.77 3.59 0.0177
O -0.51 1.62 4.75 0.0212
O -1.36 2.87 3.12 0.2035
C -0.96 0.63 1.23 0.0182
O -1.43 1.61 0.59 0.1424
C -0.70 -0.60 0.51 0.0059
C -0.99 -0.67 -0.86 0.0013
C -0.72 -1.81 -1.55 0.0000
F -0.95 -1.85 -2.88 0.0000
C -0.16 -2.95 -0.94 0.0008
C 0.13 -2.89 0.41 0.0007
C -0.14 -1.71 1.14 0.0015
N 0.11 -4.08 -1.74 0.0003
C 1.00 -5.08 -1.21 0.0000
C 1.52 -5.95 -2.34 0.0000
N 0.36 -6.58 -3.07 0.0000
C -0.62 -5.54 -3.55 0.0000
C -1.05 -4.69 -2.38 0.0000
H 2.55 -3.80 3.62 0.0000
H 2.69 -2.04 3.54 0.0000
H 2.49 -2.97 2.05 0.0000
H 0.41 -2.65 4.29 0.0000
H 0.17 -3.70 2.91 0.0000
H 0.10 -0.51 4.23 0.0003
H -1.41 0.19 -1.36 0.0003
H 0.55 -3.74 0.90 0.0000
H 0.52 -5.71 -0.45 0.0000
H 1.87 -4.61 -0.75 0.0000
H 2.17 -6.75 -1.98 0.0000
H 2.05 -5.35 -3.08 0.0000
H -0.12 -7.24 -2.44 0.0000
H 0.70 -7.14 -3.86 0.0000
H -1.46 -6.05 -4.01 0.0000
H -0.09 -4.94 -4.30 0.0000
H -1.62 -5.29 -1.66 0.0000
H -1.72 -3.92 -2.76 0.0000
N -3.49 4.64 3.25 0.0085
C -3.69 5.31 2.13 0.0416
N -4.66 6.21 2.07 0.0212
S -2.72 5.09 0.71 0.2367
H -4.01 4.84 4.08 0.0006
H -2.71 3.99 3.33 0.0001
H -5.26 6.41 2.85 0.0015
H -4.80 6.74 1.22 0.0027
C -0.94 5.49 -3.56 0.0439
C -0.04 6.31 -2.90 0.0015
C 0.65 5.84 -1.80 0.0373
C 0.47 4.53 -1.34 0.0772
C -0.46 3.72 -2.01 0.0485
C -1.15 4.19 -3.12 -0.0037
Si 1.31 3.97 0.21 0.3198
C 1.95 2.22 0.20 0.0606
C 2.49 1.70 1.38 0.0310
C 2.98 0.40 1.43 -0.0028
C 2.94 -0.40 0.30 0.0251
C 2.40 0.10 -0.88 -0.0007
C 1.91 1.39 -0.93 0.0265
H -1.48 5.86 -4.42 0.0026
H 0.12 7.32 -3.25 -0.0005
H 1.35 6.50 -1.29 0.0011
H -0.65 2.71 -1.66 0.0017
H -1.86 3.55 -3.63 -0.0011
H 2.26 4.95 0.75 0.0347
H 2.53 2.31 2.27 0.0020
H 3.43 0.03 2.35 -0.0007
H 3.35 -1.40 0.33 0.0015
H 2.39 -0.52 -1.77 -0.0004
H 1.52 1.77 -1.87 0.0012


(2)
71
Properties=species:S:1:pos:R:3:lowdin_spin:R:1 method="wB97M-V/def2-TZVPD" homo_energy_ha="-0.5060 / -0.5063" charge=+2 mol_weight_g_mol=771.28 homo_lumo_gap_ev="7.01 / 6.55" energy_ev=-79964.4293 multiplicity=2 de_lowest_kj_mol=83.1
Ti 0.69 0.86 0.52 0.1951
N 0.57 2.14 2.12 -0.0017
C -0.52 2.99 1.67 0.0018
C -0.29 4.33 1.42 0.0005
C -1.33 5.15 1.00 0.0000
C -2.60 4.62 0.86 0.0004
C -2.83 3.28 1.11 -0.0001
C -1.80 2.43 1.51 0.0021
C -2.01 0.97 1.69 0.0060
C -3.12 0.49 2.38 -0.0013
C -3.32 -0.87 2.53 0.0089
C -2.43 -1.77 1.94 -0.0009
C -1.33 -1.29 1.24 0.0074
C -1.09 0.08 1.12 -0.0023
H 1.41 2.72 2.26 -0.0001
H 0.33 1.70 3.02 0.0000
H 0.70 4.75 1.55 0.0001
H -1.14 6.19 0.80 0.0000
H -3.42 5.26 0.57 0.0000
H -3.82 2.86 0.99 0.0000
H -3.83 1.18 2.81 -0.0003
H -4.16 -1.25 3.09 0.0005
H -2.59 -2.83 2.04 -0.0002
H -0.67 -2.01 0.76 0.0002
I 4.18 1.96 1.48 0.0011
I 6.24 3.54 0.77 -0.0001
C 4.09 -1.06 -1.37 -0.0011
C 2.63 -1.28 -1.57 -0.0025
C 2.09 -2.55 -1.68 0.0185
C 0.72 -2.75 -1.87 0.0001
C 0.17 -4.11 -2.11 -0.0005
C -0.12 -1.64 -1.88 0.0258
C 0.40 -0.34 -1.85 0.0260
C 1.79 -0.16 -1.68 0.0215
N -0.47 0.76 -1.94 0.3363
C -1.57 0.90 -2.92 0.0244
C -1.39 2.30 -3.52 0.0153
C -1.48 -0.14 -4.04 0.0022
C -2.91 0.83 -2.18 0.0129
H 4.64 -1.99 -1.43 0.0000
H 4.28 -0.61 -0.39 -0.0005
H 4.49 -0.38 -2.12 -0.0003
H 2.74 -3.41 -1.65 0.0009
H 0.67 -4.86 -1.50 -0.0001
H 0.34 -4.38 -3.15 -0.0005
H -0.91 -4.16 -1.94 0.0000
H -1.19 -1.79 -1.95 0.0006
H 2.25 0.81 -1.82 0.0017
H -0.43 2.37 -4.02 0.0000
H -1.43 3.05 -2.74 0.0008
H -2.17 2.51 -4.25 0.0013
H -0.44 -0.36 -4.30 -0.0002
H -1.96 0.26 -4.92 0.0005
H -1.98 -1.07 -3.79 0.0000
H -2.95 1.62 -1.43 -0.0002
H -3.05 -0.13 -1.69 0.0000
H -3.72 0.98 -2.89 0.0009
O 0.84 2.10 -0.69 0.0509
N -0.39 1.74 -1.02 0.2365
O 1.63 -0.45 1.37 0.0067
N 1.83 -1.50 2.14 0.0023
C 2.06 -1.32 3.45 0.0005
C 2.30 -2.39 4.28 0.0000
C 2.29 -3.68 3.76 0.0006
C 2.03 -3.84 2.41 0.0000
C 1.81 -2.73 1.62 0.0014
H 2.07 -0.29 3.80 0.0000
H 2.50 -2.22 5.33 0.0000
H 2.49 -4.52 4.39 0.0000
H 2.00 -4.82 1.96 0.0000
H 1.63 -2.80 0.55 0.0003


(3)
72
Properties=species:S:1:pos:R:3:lowdin_spin:R:1 method="wB97M-V/def2-TZVPD" homo_energy_ha="-0.2495 / -0.2440" mol_weight_g_mol=587.52 homo_lumo_gap_ev="7.01 / 6.88" energy_ev=-85367.3277 multiplicity=2 de_lowest_kj_mol=91.4
Mn 0.96 -0.56 -0.44 1.0170
O 1.97 -5.84 1.60 -0.0001
C 1.96 -5.00 2.61 0.0000
O 2.05 -5.35 3.76 -0.0001
C 1.83 -3.55 2.28 0.0014
C 1.81 -2.56 3.24 0.0067
N 1.67 -1.39 2.60 -0.0047
N 1.60 -1.55 1.27 -0.0050
C 1.68 -2.86 1.06 0.0101
C 1.56 -3.32 -0.36 0.0052
O 1.68 -4.52 -0.61 0.0125
O 1.32 -2.39 -1.19 0.0070
H 1.88 -5.38 0.71 -0.0001
H 1.89 -2.63 4.31 0.0002
H 1.56 -0.46 3.00 -0.0004
C 3.75 -0.40 -1.37 0.0041
N 2.48 0.26 -1.74 0.0026
C 2.66 1.71 -1.69 -0.0003
C 2.10 -0.20 -3.09 -0.0020
C 0.88 0.52 -3.64 -0.0002
N -0.25 0.61 -2.72 -0.0078
C -1.13 1.69 -3.17 -0.0008
C -1.01 -0.64 -2.61 0.0036
H 4.56 -0.09 -2.04 0.0017
H 3.62 -1.48 -1.44 0.0005
H 4.01 -0.13 -0.35 -0.0004
H 3.40 2.05 -2.43 0.0001
H 3.02 1.99 -0.69 -0.0007
H 1.71 2.21 -1.86 0.0000
H 1.93 -1.27 -3.03 0.0000
H 2.93 -0.03 -3.79 -0.0003
H 0.59 0.03 -4.59 -0.0003
H 1.16 1.54 -3.90 0.0000
H -1.51 1.48 -4.18 -0.0003
H -0.58 2.63 -3.19 0.0000
H -1.97 1.81 -2.50 -0.0001
H -1.62 -0.78 -3.51 0.0003
H -2.60 0.17 -1.45 -0.0015
H -0.32 -1.49 -2.56 0.0018
C -0.54 1.47 5.10 -0.0003
C -1.65 0.93 4.45 -0.0001
C -1.64 0.76 3.08 -0.0008
C -0.51 1.11 2.33 -0.0041
C 0.59 1.66 2.99 -0.0013
C 0.57 1.84 4.37 -0.0001
P -0.40 0.93 0.52 -0.0242
C -1.37 2.38 -0.01 -0.0031
C -2.76 2.38 0.07 -0.0008
C -3.48 3.49 -0.33 -0.0002
C -2.82 4.62 -0.80 0.0002
C -1.44 4.64 -0.86 0.0000
C -0.71 3.52 -0.47 -0.0001
C -1.12 -0.61 -0.04 -0.0108
C -1.45 -1.60 0.99 0.0055
C -2.26 -2.65 0.79 -0.0060
C -2.93 -2.81 -0.49 0.0001
C -2.77 -1.93 -1.47 -0.0027
C -1.92 -0.69 -1.36 0.0006
H -0.56 1.60 6.17 0.0000
H -2.52 0.65 5.02 0.0000
H -2.50 0.33 2.58 -0.0001
H 1.46 1.96 2.41 -0.0007
H 1.43 2.28 4.86 0.0000
H -3.27 1.50 0.44 -0.0003
H -4.56 3.48 -0.27 0.0000
H -3.39 5.49 -1.11 0.0000
H -0.92 5.52 -1.22 0.0000
H 0.37 3.52 -0.52 -0.0002
H -0.95 -1.51 1.95 0.0003
H -2.41 -3.38 1.58 -0.0004
H -3.56 -3.68 -0.64 0.0001
H -3.28 -2.07 -2.41 0.0000


(4)
70
Properties=species:S:1:pos:R:3:mulliken_charge:R:1 method="wB97M-V/def2-TZVPD" homo_energy_ha=-0.2489 mol_weight_g_mol=499.61 homo_lumo_gap_ev=6.39 energy_ev=-44202.0744 de_lowest_kj_mol=286.6
C 3.59 -2.02 0.52 -1.1410
N 3.40 -0.90 1.41 0.3389
C 4.61 -0.27 1.71 0.4685
O 5.69 -0.78 1.40 -0.6227
N 4.52 0.98 2.32 0.0489
C 5.82 1.48 2.70 -1.0544
C 3.38 1.37 3.07 0.0825
O 3.47 2.21 3.97 -0.6185
C 2.11 0.74 2.65 0.6958
C 1.00 0.91 3.44 -0.7620
C -0.44 0.84 3.10 0.2032
C -1.17 -0.21 3.67 -1.0234
C -2.51 -0.45 3.41 0.4473
C -3.23 0.51 2.64 0.5589
N -4.55 0.29 2.33 0.0429
C -5.26 -0.79 2.99 -0.8178
C -4.40 -2.05 3.05 -0.7302
C -3.13 -1.75 3.84 -0.0137
C -5.40 1.41 1.96 -0.6482
C -4.71 2.35 0.99 -0.8136
C -3.35 2.78 1.54 -0.8823
C -2.55 1.70 2.21 0.6828
C -1.17 1.78 2.34 -1.2546
C 2.16 -0.21 1.50 0.2579
O 1.20 -0.45 0.76 -0.6107
H 2.65 -2.33 0.09 0.3424
H 4.32 -1.75 -0.25 0.3787
H 4.04 -2.84 1.08 0.3234
H 5.73 2.48 3.11 0.3652
H 6.27 0.81 3.45 0.3394
H 6.47 1.47 1.82 0.3239
H 1.17 1.41 4.41 0.3828
H -0.60 -0.89 4.30 0.8282
H -5.54 -0.49 4.02 0.2988
H -6.19 -0.96 2.46 0.4385
H -4.97 -2.86 3.53 0.4148
H -4.14 -2.40 2.05 0.2406
H -2.40 -2.56 3.72 -0.3344
H -3.37 -1.71 4.91 0.3963
H -6.32 1.00 1.54 0.4032
H -5.68 1.98 2.87 0.2998
H -4.59 1.90 0.01 0.3139
H -5.35 3.23 0.86 0.3702
H -2.74 3.23 0.75 0.3961
H -3.54 3.60 2.26 0.3068
H -0.62 2.62 1.87 0.4242
C -1.30 -4.00 1.65 -0.9566
N -0.84 -4.34 2.99 0.2897
C 0.17 -3.63 3.65 0.6382
C 0.69 -2.39 3.31 -1.5656
N 0.37 -4.33 4.83 0.2115
C 1.40 -3.99 5.78 -1.0476
C -0.38 -5.51 4.84 0.5111
C -1.15 -5.52 3.67 1.0618
C -2.18 -6.44 3.49 -0.8502
C -2.43 -7.35 4.52 -0.6021
C -1.65 -7.34 5.70 -0.5701
C -0.61 -6.42 5.88 -0.7045
H -2.22 -4.56 1.43 0.2435
H -1.51 -2.92 1.61 0.3060
H -0.51 -4.24 0.91 0.2595
H 1.45 -1.96 3.96 0.1492
H 0.36 -1.97 2.36 0.2193
H 1.10 -4.30 6.79 0.3579
H 2.36 -4.46 5.50 0.3063
H 1.51 -2.90 5.75 0.3236
H -2.76 -6.41 2.56 0.3231
H -3.23 -8.09 4.43 0.3534
H -1.88 -8.07 6.49 0.3583
H 0.01 -6.37 6.77 0.2969


(5)
82
Properties=species:S:1:pos:R:3:lowdin_spin:R:1 method="wB97M-V/def2-TZVPD" homo_energy_ha="-0.4774 / -0.4752" charge=+2 mol_weight_g_mol=900.27 homo_lumo_gap_ev="6.87 / 3.71" energy_ev=-156034.0003 multiplicity=2 de_lowest_kj_mol=125.7
Sn -1.56 -0.26 -1.96 0.0845
N -2.65 -2.99 -2.97 0.0096
N -3.94 -3.17 -2.44 0.0017
C -4.35 -2.43 -1.40 0.0011
N -5.58 -2.50 -0.94 0.0003
N -3.39 -1.64 -0.88 0.0126
N -3.56 -0.85 0.15 0.0002
O -2.65 -0.02 0.28 0.0010
O -4.48 -0.95 0.91 0.0006
H -2.72 -2.63 -3.93 0.0003
H -2.16 -3.88 -2.98 0.0001
H -4.63 -3.68 -2.99 0.0003
H -6.31 -3.02 -1.41 0.0001
H -5.83 -1.96 -0.12 0.0000
C 1.20 -0.57 5.30 0.0007
S 2.75 -0.51 4.38 0.0099
C 2.74 1.17 3.67 0.0075
C 2.55 1.17 2.15 0.0265
C 1.16 0.63 1.80 0.0272
N 0.95 0.48 0.37 0.2963
P 0.13 1.65 -0.56 0.2558
C 0.28 3.19 0.39 0.0384
C -0.77 3.53 1.24 0.0073
C -0.70 4.70 1.98 -0.0003
C 0.40 5.53 1.85 0.0064
C 1.44 5.20 0.99 0.0028
C 1.38 4.03 0.24 0.0104
C 1.15 1.92 -2.06 0.0645
C 2.45 1.47 -2.25 0.0192
C 3.11 1.78 -3.42 0.0036
C 2.50 2.54 -4.40 0.0212
C 1.20 3.00 -4.22 0.0003
C 0.52 2.68 -3.06 0.0176
P 0.87 -1.11 -0.34 0.0184
C 2.44 -1.83 0.28 0.0107
C 3.57 -1.72 -0.52 0.0019
C 4.79 -2.20 -0.07 0.0006
C 4.89 -2.80 1.17 0.0006
C 3.75 -2.95 1.95 0.0018
C 2.53 -2.48 1.51 0.0001
C -0.32 -2.12 0.63 0.0082
C -1.06 -1.78 1.75 -0.0003
C -1.90 -2.71 2.34 0.0001
C -2.03 -3.98 1.80 -0.0006
C -1.33 -4.31 0.65 0.0007
C -0.47 -3.39 0.07 0.0014
H 1.26 -1.43 5.97 0.0000
H 0.36 -0.70 4.62 0.0001
H 1.08 0.34 5.88 0.0002
H 3.72 1.59 3.90 0.0024
H 1.97 1.75 4.17 0.0001
H 3.32 0.56 1.68 -0.0001
H 2.66 2.19 1.78 -0.0001
H 0.40 1.29 2.22 0.0051
H 1.07 -0.36 2.26 0.0015
H -1.63 2.88 1.30 0.0016
H -1.52 4.97 2.63 -0.0001
H 0.45 6.45 2.41 0.0003
H 2.29 5.86 0.89 0.0005
H 2.18 3.79 -0.44 0.0002
H 2.94 0.91 -1.46 0.0009
H 4.13 1.43 -3.57 0.0005
H 3.02 2.78 -5.31 0.0009
H 0.72 3.60 -4.98 -0.0002
H -0.50 3.03 -2.91 0.0012
H 3.50 -1.27 -1.50 -0.0001
H 5.67 -2.10 -0.69 0.0000
H 5.84 -3.17 1.53 0.0000
H 3.82 -3.45 2.91 0.0002
H 1.65 -2.63 2.12 0.0001
H -1.01 -0.78 2.16 0.0000
H -2.45 -2.44 3.23 0.0000
H -2.66 -4.70 2.28 0.0000
H -1.42 -5.30 0.23 0.0002
H 0.11 -3.65 -0.80 -0.0001
F -3.42 1.50 -2.26 0.0002
As -4.00 1.28 -4.02 0.0005
F -3.87 -0.51 -3.55 0.0060
F -2.21 1.07 -4.30 0.0062
F -4.35 0.82 -5.61 0.0001
F -3.88 2.94 -4.27 0.0000
F -5.60 1.24 -3.44 0.0000


(6)
77
Properties=species:S:1:pos:R:3:mulliken_charge:R:1 method="wB97M-V/def2-TZVPD" homo_energy_ha="-0.4619 / -0.4619" charge=+2 mol_weight_g_mol=856.52 homo_lumo_gap_ev="6.62 / 6.62" energy_ev=-140723.8291 de_lowest_kj_mol=60.8
W 0.08 -0.04 0.08 1.7032
C -1.82 -0.93 1.23 0.9325
C -1.49 0.33 1.81 0.4607
C -0.19 0.23 2.42 1.0748
C 0.26 -1.13 2.25 -0.0351
C -0.75 -1.85 1.54 0.5912
C -0.89 -3.34 1.56 -1.5814
C 1.37 -1.79 3.00 -1.7206
C 0.30 1.17 3.48 -1.4961
C -2.43 1.48 2.02 -1.4037
C -3.18 -1.30 0.71 -1.8721
H -1.61 -3.69 0.81 0.3992
H -1.27 -3.64 2.54 0.3615
H 0.06 -3.85 1.40 0.3891
H 1.01 -2.07 3.99 0.3779
H 2.23 -1.13 3.15 0.3643
H 1.71 -2.69 2.50 0.3437
H -0.37 1.09 4.34 0.4152
H 0.29 2.21 3.16 0.1866
H 1.30 0.91 3.82 0.4793
H -3.00 1.30 2.93 0.4301
H -3.15 1.57 1.20 0.3019
H -1.90 2.42 2.13 0.3911
H -3.83 -1.54 1.55 0.4363
H -3.14 -2.18 0.07 0.3643
H -3.62 -0.48 0.16 0.2478
O -1.72 0.92 -0.98 -0.4543
C -1.25 2.07 -0.67 0.3871
N -0.13 2.06 0.07 0.0555
S 0.38 3.65 0.37 0.8817
O 0.34 3.87 1.78 -0.6804
O 1.66 3.74 -0.28 -0.7802
C -0.98 4.40 -0.49 0.4219
C -1.36 5.72 -0.60 -0.9082
C -2.58 6.00 -1.22 -0.6161
C -3.40 4.98 -1.69 -0.7840
C -3.01 3.65 -1.59 -0.5738
C -1.79 3.36 -0.99 -0.1091
H -0.75 6.50 -0.20 0.5525
H -2.90 7.02 -1.31 0.4613
H -4.36 5.22 -2.13 0.4588
H -3.65 2.85 -1.94 0.5460
N 1.88 1.60 -1.94 0.0521
C 2.29 1.81 -3.20 -0.5435
C 1.53 1.01 -4.03 -1.0480
C 0.66 0.35 -3.17 -0.8122
N 0.87 0.70 -1.90 1.0040
H 2.09 2.24 -1.16 0.0860
H 3.09 2.49 -3.43 0.5403
H 1.61 0.90 -5.09 0.5358
H -0.10 -0.36 -3.45 0.5815
Br 2.96 -1.63 -1.77 -0.0106
C 3.18 -0.82 -0.07 0.0542
C 4.39 -0.96 0.55 -0.7703
C 4.69 -0.18 1.66 -0.5873
C 3.78 0.84 1.98 -1.1297
C 2.57 0.91 1.33 -0.1276
N 2.15 -0.01 0.38 1.1046
H 5.11 -1.65 0.15 0.5223
H 5.61 -0.30 2.20 0.5187
H 4.02 1.58 2.72 0.5266
H 1.90 1.74 1.51 0.4672
C 0.36 -6.19 -1.18 -1.2804
C 1.13 -4.88 -1.31 -0.4402
C 0.24 -3.71 -1.49 0.1603
N 0.37 -2.58 -0.89 -0.9270
N -0.52 -1.63 -1.27 1.0440
C -1.40 -2.07 -2.17 -0.2121
N -2.37 -1.31 -2.66 -0.1510
S -1.11 -3.72 -2.62 -0.2471
H 1.06 -7.02 -1.15 0.4034
H -0.30 -6.34 -2.03 0.4151
H -0.22 -6.21 -0.27 0.2962
H 1.79 -4.93 -2.18 0.3695
H 1.75 -4.70 -0.44 0.2210
H -2.48 -0.37 -2.28 0.1795
H -3.06 -1.67 -3.30 0.2042